49
Properties=species:S:1:pos:R:3 method="wB97M-V/def2-TZVPD" homo_lumo_gap_ev=10.33 charge=0 e_tot_ha=-1925.2802 homo_energy_ev=-9.85 e_lumo_ev=0.5
C 5.5086 -0.7248 0.8708
C 4.0667 -0.6555 0.3959
O 3.7880 0.5749 -0.2371
C 2.6402 0.5203 -1.0618
C 1.7812 1.7685 -0.8795
O 0.5524 1.3254 -0.2771
C -0.3175 2.3499 0.0040
O -1.6282 2.0645 -0.2519
C -2.3127 1.2863 0.7188
C -1.7711 -0.1360 0.9204
C -2.6292 -0.9077 1.9563
O -1.8579 -1.4894 3.0176
C -0.9943 -2.4395 2.6529
F 0.2215 -1.9809 2.4116
F -0.8873 -3.2862 3.6675
F -1.3777 -3.1426 1.5993
O -1.4894 -0.8483 -0.2649
C -2.4353 -0.7451 -1.3229
N -3.7790 -1.2100 -1.0367
C -1.8807 -1.6592 -2.4459
O -1.4539 -0.9541 -3.5859
C -0.3698 -0.0976 -3.3094
S 0.0672 2.9803 1.6988
O 1.2052 3.7872 1.5873
O 0.1339 1.9708 2.6746
F -1.1301 3.9618 1.9805
H 5.8102 -1.7685 0.9444
H 6.1989 -0.2545 0.1749
H 5.6330 -0.2965 1.8605
H 3.9068 -1.4971 -0.2843
H 3.4234 -0.7871 1.2723
H 2.9355 0.3903 -2.1075
H 2.0648 -0.3624 -0.7777
H 1.5608 2.1921 -1.8614
H 2.3497 2.4363 -0.2362
H -0.0410 3.1727 -0.6598
H -2.4231 1.7724 1.6886
H -3.3377 1.1971 0.3558
H -0.8102 -0.0208 1.4213
H -3.2833 -1.6403 1.5015
H -3.2600 -0.1611 2.4359
H -2.5056 0.2450 -1.7725
H -3.7316 -2.1697 -0.7058
H -4.2412 -0.6758 -0.3096
H -1.0014 -2.1773 -2.0385
H -2.5870 -2.4372 -2.7124
H -0.7683 0.8636 -2.9532
H 0.2723 -0.4675 -2.5071
H 0.1844 0.1332 -4.2122

***

44
Properties=species:S:1:pos:R:3 method="wB97M-V/def2-TZVPD" homo_lumo_gap_ev=7.67 charge=0 e_tot_ha=-1546.6258 homo_energy_ev=-7.55 e_lumo_ev=0.1
C -2.5009 0.0259 1.3074
C -3.0168 -1.0201 0.5900
C -2.2280 -1.4829 -0.6055
Si -0.4988 -2.1039 -0.0434
C 1.0055 -1.1365 -0.6447
P 0.9965 0.6356 -0.4179
O 0.7140 1.0625 0.9579
O 2.4442 1.1387 -0.8696
O -0.0057 1.2490 -1.5004
H -1.5107 -0.0747 1.7440
H -3.0781 0.9313 1.4745
H -3.8903 -1.6040 0.8766
H -2.7460 -2.2821 -1.1390
H -2.0821 -0.6355 -1.2664
H -0.4958 -2.2224 1.4260
H -0.3423 -3.4805 -0.5836
H 1.8672 -1.4959 -0.0737
H 1.2140 -1.3581 -1.6887
H 2.7283 0.7176 -1.7020
H -0.3507 0.6239 -2.1516
C 2.3233 -2.5736 -4.8716
C 2.6313 -1.4942 -3.9488
N 2.8747 -0.6449 -3.2197
H 1.6995 -2.2029 -5.6827
H 3.2399 -2.9850 -5.2903
H 1.7863 -3.3659 -4.3525
C -0.5797 2.0030 3.9935
C -1.0681 0.8160 4.6796
N -1.4456 -0.1322 5.2057
H 0.5055 2.0295 3.9857
H -0.9106 2.0124 2.9557
H -0.9345 2.9096 4.4798
C -3.1398 -0.6105 -4.4527
C -1.7803 -0.7926 -3.9694
N -0.7141 -0.9329 -3.5670
H -3.1792 -0.7512 -5.5312
H -3.8042 -1.3300 -3.9772
H -3.4863 0.3943 -4.2171
C 3.3409 3.0853 5.4799
C 2.2069 3.9144 5.0964
N 1.3081 4.5532 4.7803
H 3.2620 2.7980 6.5268
H 3.3682 2.1825 4.8713
H 4.2723 3.6297 5.3356

***

48
Properties=species:S:1:pos:R:3 method="wB97M-V/def2-TZVPD" homo_lumo_gap_ev="4.68 / 4.87" multiplicity=2 charge=+4 e_tot_ha=-2089.1611 homo_energy_ev="-21.15 / -21.18" e_lumo_ev="-16.5 / -16.3" s_squared=1.7854
Al -3.2297 3.0307 -1.3098
K -4.1487 -1.0360 -0.7152
F -1.7628 0.5282 -1.1053
C -2.1152 0.7290 2.3936
C -2.5523 -0.7701 2.6205
O -1.9813 -1.2664 3.8605
C -2.1558 -2.5846 4.3617
O -2.8937 -3.4533 3.8477
O -1.3287 -2.7533 5.4552
C -1.1926 -4.0674 6.0193
H -2.6208 1.1749 1.5371
H -1.0797 0.8081 2.0624
H -2.3037 1.2561 3.3289
H -2.2424 -1.3062 1.7235
H -3.6411 -0.8001 2.6607
H -0.8724 -3.9959 7.0587
H -0.3575 -4.6409 5.6170
H -2.1075 -4.6597 6.0008
C -0.1687 -0.4140 -4.2426
C -0.1849 -1.5954 -3.2106
O 0.4952 -2.7341 -3.5494
C 1.8853 -2.8206 -3.6965
O 2.4828 -3.9446 -3.8365
O 2.5055 -1.6707 -3.8095
C 3.9739 -1.6546 -4.0345
H -0.4468 -0.7528 -5.2406
H 0.6783 0.2621 -4.3596
H -0.9882 0.2819 -4.0629
H -1.2217 -1.8554 -2.9967
H 0.0804 -1.1698 -2.2428
H 4.1022 -0.6106 -3.7485
H 4.3123 -1.7293 -5.0680
H 4.7148 -2.1893 -3.4402
C 2.5789 2.0327 -1.9720
C 1.3134 2.1246 -1.1593
O 1.5643 3.0629 -0.1345
C 0.5690 3.5827 0.5444
O -0.6913 3.5186 0.2856
O 1.0137 4.1252 1.6946
C 0.1305 4.4892 2.7790
H 2.6055 1.2499 -2.7301
H 3.3999 1.9191 -1.2641
H 2.7975 2.8974 -2.5986
H 1.0140 1.1526 -0.7674
H 0.4675 2.4137 -1.7831
H -0.6839 3.7978 2.9954
H -0.3738 5.4172 2.5095
H 0.6601 4.6207 3.7225

***

47
Properties=species:S:1:pos:R:3 method="wB97M-V/def2-TZVPD" homo_lumo_gap_ev=6.29 charge=-1 e_tot_ha=-2176.6920 homo_energy_ev=-4.30 e_lumo_ev=2.0
B -2.7060 -3.6487 -2.1068
C -2.0864 -4.5493 -0.8517
C -0.5226 -4.7500 -0.9981
S 0.2921 -4.5184 0.6878
C -0.0463 -2.7728 1.0253
N -0.8637 -2.1819 1.9036
N -0.6694 -0.8409 1.6552
C 0.1992 -0.6820 0.6557
O 0.6425 -1.9143 0.2095
H -2.4056 -4.2123 -3.1328
H -2.3416 -2.5073 -2.0830
H -3.9109 -3.6823 -1.9729
H -2.5748 -5.5603 -0.7995
H -2.3399 -3.9730 0.0863
H -0.1165 -3.9013 -1.6177
H -0.2405 -5.7261 -1.4574
H 0.5910 0.2387 0.1891
C -1.7736 2.9672 -3.9352
C -0.8598 2.7499 -2.7246
C -1.3313 1.4760 -2.0157
S -2.0840 0.4481 -3.2767
O -3.4890 0.3259 -2.9899
O -1.2461 -0.6915 -3.5209
C -1.8807 1.6103 -4.6219
H -1.3777 3.7280 -4.6105
H -2.7611 3.2951 -3.5981
H 0.1714 2.6213 -3.0661
H -0.8758 3.6055 -2.0474
H -0.5029 0.9377 -1.5626
H -2.0889 1.6942 -1.2632
H -2.7263 1.5389 -5.3037
H -0.9553 1.3586 -5.1421
C 3.3866 2.3344 4.9614
C 3.1341 0.8480 4.6875
C 2.0605 0.7566 3.5984
S 2.2111 2.2517 2.6226
O 1.0142 3.0366 2.7945
O 2.7304 1.9185 1.3172
C 3.5172 2.9915 3.5921
H 4.2812 2.4890 5.5664
H 2.5357 2.7599 5.5010
H 4.0581 0.3816 4.3340
H 2.8246 0.3180 5.5892
H 2.2100 -0.1093 2.9558
H 1.0578 0.7330 4.0246
H 3.3917 4.0726 3.6194
H 4.4675 2.7349 3.1214

***

47
Properties=species:S:1:pos:R:3 method="wB97M-V/def2-TZVPD" homo_lumo_gap_ev=8.92 charge=0 e_tot_ha=-1874.3836 homo_energy_ev=-8.66 e_lumo_ev=0.3
O -1.5694 -3.8634 1.1516
C -1.3934 -2.8238 0.5569
C -1.6040 -2.5849 -0.9321
C -0.3497 -1.7144 -1.1935
B -0.2093 -0.9929 -2.5842
O -0.2155 0.3819 -2.6272
O -0.1585 -1.7040 -3.7786
C -0.5087 -0.7605 0.0048
N -0.8659 -1.6594 1.1286
H -1.6265 -3.5385 -1.4520
H -2.5186 -2.0120 -1.1008
H 0.4852 -2.3861 -0.9506
H 0.5835 0.8026 -2.9502
H 0.5607 -2.3357 -3.8345
H 0.3580 -0.1411 0.1798
H -1.3968 -0.1697 -0.2019
H -0.0491 -1.9358 1.6638
O 2.3336 -1.3262 0.4483
S 3.0879 -0.4180 -0.3788
O 2.5048 0.7982 -0.8865
C 4.6294 -0.0732 0.4639
C 5.5636 -1.1832 -0.0049
C 5.3259 -1.3277 -1.5143
C 3.8093 -1.3621 -1.7360
H 4.4383 -0.0671 1.5341
H 4.9697 0.9086 0.1347
H 6.6020 -0.9459 0.2205
H 5.3140 -2.1163 0.5038
H 5.7563 -0.4712 -2.0363
H 5.7955 -2.2253 -1.9132
H 3.5048 -0.9006 -2.6726
H 3.4062 -2.3710 -1.6662
O -3.6013 0.5808 0.5341
S -2.9876 1.4805 1.4790
O -1.7118 1.1937 2.0766
C -2.9499 3.1201 0.7543
C -4.2803 3.7408 1.1642
C -4.4856 3.3615 2.6382
C -4.1821 1.8650 2.7728
H -2.8104 3.0181 -0.3195
H -2.1040 3.6459 1.1960
H -4.2752 4.8204 1.0203
H -5.0861 3.3247 0.5559
H -3.7971 3.9361 3.2608
H -5.4968 3.5843 2.9756
H -3.7355 1.5985 3.7269
H -5.0598 1.2485 2.5886

***

47
Properties=species:S:1:pos:R:3 method="wB97M-V/def2-TZVPD" homo_lumo_gap_ev=8.27 charge=0 e_tot_ha=-4308.0513 homo_energy_ev=-8.03 e_lumo_ev=0.2
Mg -0.9422 -1.1463 -0.1252
Cl -0.2950 -3.3670 -0.1813
Br -3.2954 -0.9038 -0.7809
C -2.3490 2.4120 -1.8165
O -1.2243 2.9581 -1.1580
C -0.6424 2.2693 -0.1967
O -0.8586 1.1311 0.1009
O 0.0144 3.1555 0.5682
C 0.6881 2.5869 1.6993
H -3.1247 2.0485 -1.1442
H -2.0360 1.4878 -2.3310
H -2.6375 3.0325 -2.6593
H 0.1758 1.7693 2.1936
H 0.9561 3.4197 2.3435
H 1.6622 2.2625 1.3184
C -3.1321 0.8217 2.8247
O -2.1971 0.1250 3.6647
C -1.3864 -0.7146 3.0752
O -1.2382 -0.8514 1.8844
O -0.7239 -1.4026 3.9800
C 0.2265 -2.3484 3.5168
H -3.8021 0.0915 2.3646
H -2.6085 1.3088 2.0038
H -3.7206 1.4564 3.4758
H -0.1911 -3.0318 2.7745
H 0.6353 -2.9730 4.3058
H 1.0386 -1.7950 3.0428
C -0.9950 -0.5338 -4.2374
C -0.0242 -0.8231 -3.1315
O -0.3128 -0.6309 -1.9801
C 1.3570 -1.3290 -3.5325
H -2.0058 -0.3058 -3.8852
H -1.1610 -1.2771 -5.0147
H -0.7101 0.4198 -4.6990
H 1.6357 -1.9734 -2.6976
H 2.0296 -0.4785 -3.6501
H 1.3516 -1.8647 -4.4778
C 3.0484 0.4434 -0.6528
C 2.3612 -0.4467 0.3330
O 1.1665 -0.6195 0.3677
C 3.2267 -1.3819 1.1659
H 3.1105 -0.0348 -1.6318
H 4.0853 0.6455 -0.3902
H 2.4736 1.3672 -0.7363
H 4.2585 -1.4111 0.8081
H 2.7920 -2.3779 1.0623
H 3.3201 -1.1903 2.2362